A 8-piece molecular cluster, C25H68INO9Si2 overall in a non-equilibrium geometry, computed with wB97M-V/def2-TZVPD.

Geometry as XYZ:
```
106
C25H68INO9Si2 | OMol25 | wB97M-V/def2-TZVPD
C 5.04739 0.53282 -1.24361
N 4.54167 1.31938 -2.39882
C 5.30036 2.58583 -2.54424
C 3.18237 1.71454 -2.04135
O 2.98291 2.50735 -1.20469
C 2.02314 1.12291 -2.77196
Si 0.46820 1.91057 -2.01216
O -0.93537 1.37998 -2.78612
Si -2.29965 2.07156 -2.11378
I -3.06360 0.80330 -0.15034
H 4.36100 0.53187 -0.40308
H 5.97577 0.93614 -0.87077
H 5.18336 -0.49762 -1.55075
H 5.64408 2.95628 -1.58318
H 6.12518 2.46699 -3.22984
H 4.67260 3.36973 -2.94493
H 2.01498 1.39156 -3.82377
H 2.02217 0.03683 -2.72414
H 0.45296 1.68502 -0.55524
H 0.63076 3.36566 -2.19656
H -3.36679 2.26154 -3.10092
H -1.89387 3.39194 -1.59498
C 3.89332 1.45030 -6.09971
C 5.33321 1.82680 -6.40017
C 5.77639 1.27753 -7.74699
O 6.18748 1.33377 -5.36684
H 3.78039 0.36373 -6.05360
H 3.59536 1.84586 -5.13055
H 3.21503 1.83766 -6.86242
H 5.43577 2.91353 -6.39483
H 5.72337 0.18757 -7.75850
H 6.81425 1.55086 -7.94676
H 5.15326 1.65871 -8.55402
H 6.11163 0.37283 -5.35384
C -5.12764 0.72768 4.43498
C -5.89076 -0.28765 3.60119
C -5.40512 -1.70279 3.87254
O -5.73658 0.01290 2.21290
H -4.05978 0.69894 4.19262
H -5.48024 1.73439 4.22470
H -5.24805 0.53318 5.50179
H -6.95622 -0.21213 3.82244
H -4.34977 -1.80230 3.61392
H -5.95715 -2.42082 3.26264
H -5.52866 -1.97048 4.92347
H -4.79485 -0.05426 2.01300
C -8.31765 3.33086 7.75181
C -7.15427 2.61896 7.07778
C -5.84553 3.36215 7.30279
O -7.40539 2.49362 5.67933
H -8.44458 4.33514 7.33828
H -9.24868 2.79047 7.57779
H -8.16028 3.41690 8.82823
H -7.07072 1.60393 7.46920
H -5.89653 4.36733 6.87505
H -5.02207 2.84371 6.81026
H -5.61673 3.44942 8.36623
H -7.48326 3.38152 5.31095
C 3.85975 0.57248 -12.41182
C 4.98766 0.73636 -11.40432
C 6.34402 0.48338 -12.04444
O 4.79445 -0.15888 -10.30904
H 3.84191 -0.44739 -12.80572
H 2.89436 0.75174 -11.93740
H 3.97118 1.26462 -13.24781
H 4.96244 1.74476 -10.98836
H 6.40338 -0.53940 -12.42673
H 7.14105 0.59968 -11.30910
H 6.52775 1.17280 -12.86983
H 4.81293 -1.05829 -10.65662
C -1.06977 -4.58285 4.37510
C -1.58641 -3.48630 3.45691
C -0.48121 -2.94353 2.56265
O -2.14382 -2.42300 4.23262
H -0.28697 -4.19585 5.03426
H -1.86760 -4.95822 5.01369
H -0.66119 -5.41794 3.80684
H -2.39689 -3.87749 2.83960
H 0.31933 -2.50517 3.16530
H -0.86513 -2.15459 1.91366
H -0.05420 -3.73060 1.93915
H -1.44207 -2.06189 4.78664
C -3.28063 -8.61806 6.11515
C -2.35466 -8.24989 4.96589
C -1.85377 -9.48919 4.23956
O -1.24768 -7.49480 5.45760
H -2.75315 -9.22955 6.85254
H -3.62735 -7.72086 6.62897
H -4.14963 -9.17488 5.76146
H -2.88274 -7.60277 4.26373
H -1.28219 -10.12768 4.91885
H -1.18772 -9.21027 3.42227
H -2.68145 -10.07122 3.83150
H -0.76505 -8.04886 6.08218
C 2.12918 5.62704 2.94392
C 1.17549 4.71927 2.18090
C 1.48289 3.25122 2.43833
O 1.25866 4.99102 0.78491
H 3.16075 5.45486 2.62431
H 1.90053 6.67473 2.74509
H 2.06639 5.45448 4.01982
H 0.14844 4.93552 2.47858
H 2.49424 3.00640 2.10163
H 0.79497 2.61400 1.88089
H 1.40129 3.00906 3.49976
H 2.15968 4.80202 0.49649
```

The total energy is -2601.96355 a.u. The orbital gap is 9.789 eV. For the LUMO energy, the calculation gives 0.6 eV. For the maximum force, the calculation gives 3.8 eV/A. For the HOMO energy, the calculation gives -9.2 eV.

These are the Löwdin partial charges, in e, on atoms 1 to 99: number 1, C, carries -0.061; number 2, N, carries -0.139; number 3, C, carries -0.081; number 4, C, carries -0.566; number 5, O, carries 0.072; number 6, C, carries -0.173; number 7, Si, carries 0.519; number 8, O, carries -0.491; number 9, Si, carries 0.051; number 10, I, carries 0.473; number 11, H, carries 0.082; number 12, H, carries 0.079; number 13, H, carries 0.076; number 14, H, carries 0.079; number 15, H, carries 0.066; number 16, H, carries 0.085; number 17, H, carries 0.065; number 18, H, carries 0.094; number 19, H, carries -0.006; number 20, H, carries 0.005; number 21, H, carries -0.060; number 22, H, carries -0.054; number 23, C, carries -0.054; number 24, C, carries -0.486; number 25, C, carries -0.064; number 26, O, carries -0.066; number 27, H, carries 0.090; number 28, H, carries 0.045; number 29, H, carries 0.086; number 30, H, carries 0.139; number 31, H, carries 0.080; number 32, H, carries 0.084; number 33, H, carries 0.064; number 34, H, carries 0.091; number 35, C, carries -0.067; number 36, C, carries -0.485; number 37, C, carries -0.059; number 38, O, carries -0.091; number 39, H, carries 0.083; number 40, H, carries 0.067; number 41, H, carries 0.075; number 42, H, carries 0.137; number 43, H, carries 0.054; number 44, H, carries 0.079; number 45, H, carries 0.082; number 46, H, carries -0.016; number 47, C, carries -0.065; number 48, C, carries -0.500; number 49, C, carries -0.061; number 50, O, carries -0.065; number 51, H, carries 0.081; number 52, H, carries 0.079; number 53, H, carries 0.079; number 54, H, carries 0.137; number 55, H, carries 0.083; number 56, H, carries 0.069; number 57, H, carries 0.080; number 58, H, carries 0.092; number 59, C, carries -0.063; number 60, C, carries -0.502; number 61, C, carries -0.060; number 62, O, carries -0.071; number 63, H, carries 0.081; number 64, H, carries 0.079; number 65, H, carries 0.080; number 66, H, carries 0.131; number 67, H, carries 0.081; number 68, H, carries 0.078; number 69, H, carries 0.080; number 70, H, carries 0.091; number 71, C, carries -0.069; number 72, C, carries -0.489; number 73, C, carries -0.061; number 74, O, carries -0.070; number 75, H, carries 0.085; number 76, H, carries 0.072; number 77, H, carries 0.077; number 78, H, carries 0.138; number 79, H, carries 0.081; number 80, H, carries 0.072; number 81, H, carries 0.080; number 82, H, carries 0.089; number 83, C, carries -0.063; number 84, C, carries -0.498; number 85, C, carries -0.064; number 86, O, carries -0.070; number 87, H, carries 0.081; number 88, H, carries 0.079; number 89, H, carries 0.080; number 90, H, carries 0.137; number 91, H, carries 0.081; number 92, H, carries 0.078; number 93, H, carries 0.080; number 94, H, carries 0.090; number 95, C, carries -0.066; number 96, C, carries -0.498; number 97, C, carries -0.061; number 98, O, carries -0.061; number 99, H, carries 0.080